[1]
{
  "formula": "C46H83F9N2O5",
  "method": "the ωB97M-V functional and the def2-TZVPD basis",
  "e_lumo_ev": [0.605, -0.277],
  "homo_energy_ha": [-0.3294, -0.3528],
  "energy_ev": -86713.1026,
  "s2": 2.01,
  "multiplicity": 3,
  "symbols": ["C", "C", "C", "C", "C", "C", "C", "C", "C", "C", "C", "C", "C", "C", "C", "F", "C", "C", "O", "C", "C", "F", "F", "C", "F", "F", "C", "F", "F", "C", "F", "F", "O", "C", "O", "C", "C", "C", "C", "C", "H", "H", "H", "H", "H", "H", "H", "H", "H", "H", "H", "H", "H", "H", "H", "H", "H", "H", "H", "H", "H", "H", "H", "H", "H", "H", "H", "H", "H", "H", "H", "H", "H", "H", "H", "H", "H", "H", "H", "H", "H", "H", "H", "H", "H", "H", "H", "C", "C", "C", "C", "C", "C", "N", "O", "C", "C", "C", "H", "H", "H", "H", "H", "H", "H", "H", "H", "H", "H", "H", "H", "H", "H", "H", "H", "H", "C", "C", "C", "C", "C", "C", "N", "O", "C", "C", "C", "H", "H", "H", "H", "H", "H", "H", "H", "H", "H", "H", "H", "H", "H", "H", "H", "H", "H"],
  "positions_angstrom": [[7.68, 0.54, 3.01], [7.25, -0.92, 2.46], [7.92, -1.31, 1.06], [7.61, -0.30, -0.14], [6.03, -0.01, -0.38], [5.70, 1.55, -0.45], [4.22, 1.88, -1.03], [3.49, 3.00, -0.14], [2.62, 4.05, -0.97], [1.27, 3.45, -1.60], [0.22, 2.89, -0.52], [-0.97, 3.91, -0.15], [-2.14, 4.01, -1.23], [-2.78, 2.61, -1.68], [-3.95, 2.08, -0.69], [-3.32, 2.05, 0.63], [-4.18, 0.53, -1.08], [-5.68, 0.17, -1.50], [-5.89, -1.24, -1.17], [-6.71, -1.91, -2.14], [-6.06, -3.36, -2.38], [-4.67, -3.25, -2.13], [-6.18, -3.64, -3.79], [-6.78, -4.56, -1.62], [-8.20, -4.40, -1.80], [-6.49, -5.80, -2.28], [-6.55, -4.62, -0.04], [-7.39, -5.66, 0.48], [-6.95, -3.42, 0.62], [-5.06, -4.94, 0.44], [-4.40, -3.72, 0.76], [-4.25, -5.60, -0.52], [-5.14, 2.89, -0.74], [-5.40, 3.56, 0.49], [-4.73, 4.55, 0.87], [-6.62, 3.15, 1.49], [-6.88, 1.58, 1.57], [-7.91, 4.04, 1.13], [-9.25, 3.59, 1.91], [-9.23, 4.13, 3.44], [8.66, 0.90, 2.54], [7.88, 0.44, 4.14], [6.84, 1.32, 2.89], [7.65, -1.67, 3.24], [6.12, -1.09, 2.42], [9.06, -1.32, 1.22], [7.63, -2.38, 0.76], [8.04, -0.78, -1.10], [8.12, 0.70, 0.05], [5.78, -0.49, -1.40], [5.46, -0.59, 0.42], [5.77, 1.97, 0.63], [6.52, 2.04, -1.07], [4.39, 2.19, -2.13], [3.59, 0.92, -0.99], [2.94, 2.50, 0.73], [4.35, 3.61, 0.35], [3.31, 4.52, -1.76], [2.32, 4.90, -0.26], [1.59, 2.54, -2.24], [0.83, 4.20, -2.35], [-0.12, 1.86, -0.87], [0.82, 2.72, 0.45], [-0.49, 4.95, -0.02], [-1.38, 3.61, 0.87], [-1.66, 4.47, -2.18], [-2.89, 4.78, -0.86], [-2.02, 1.78, -1.84], [-3.28, 2.79, -2.71], [-3.82, -0.16, -0.23], [-3.52, 0.25, -1.98], [-6.49, 0.76, -0.96], [-5.79, 0.41, -2.61], [-6.77, -1.41, -3.16], [-7.77, -1.94, -1.72], [-5.08, -5.58, 1.39], [-6.29, 3.49, 2.55], [-7.62, 1.30, 0.72], [-5.95, 0.93, 1.51], [-7.48, 1.39, 2.54], [-7.68, 5.11, 1.50], [-8.08, 4.16, -0.01], [-9.48, 2.48, 1.82], [-10.11, 4.15, 1.39], [-10.00, 4.97, 3.53], [-9.53, 3.28, 4.14], [-8.20, 4.57, 3.66], [-6.56, -1.44, -7.60], [-6.27, 0.02, -7.17], [-6.39, 0.99, -8.37], [-5.23, 0.90, -9.36], [-3.90, 1.05, -8.63], [-3.75, 0.05, -7.47], [-4.92, 0.07, -6.54], [-4.84, 1.21, -5.81], [-3.54, -1.37, -8.05], [-2.41, 0.33, -6.74], [-7.42, 0.36, -6.19], [-5.95, -2.16, -7.05], [-7.60, -1.73, -7.40], [-6.42, -1.60, -8.67], [-6.46, 2.02, -8.02], [-7.33, 0.79, -8.91], [-5.27, -0.04, -9.92], [-5.33, 1.70, -10.10], [-3.08, 0.92, -9.35], [-3.81, 2.08, -8.26], [-3.48, -2.12, -7.26], [-2.61, -1.43, -8.62], [-4.32, -1.68, -8.75], [-2.34, 1.34, -6.35], [-1.56, 0.20, -7.42], [-2.27, -0.37, -5.91], [-7.39, -0.29, -5.31], [-8.39, 0.22, -6.67], [-7.40, 1.40, -5.85], [11.11, -2.10, 8.90], [9.86, -1.67, 8.09], [8.56, -2.15, 8.79], [8.30, -3.65, 8.65], [8.36, -4.07, 7.18], [9.68, -3.64, 6.50], [9.98, -2.19, 6.70], [9.13, -1.48, 5.91], [10.83, -4.52, 7.04], [9.61, -4.03, 5.00], [9.88, -0.12, 8.17], [11.95, -2.34, 8.24], [11.48, -1.31, 9.56], [10.92, -2.96, 9.55], [7.70, -1.61, 8.38], [8.60, -1.90, 9.86], [9.01, -4.22, 9.24], [7.31, -3.88, 9.05], [8.23, -5.15, 7.12], [7.50, -3.63, 6.66], [11.79, -4.21, 6.62], [10.68, -5.57, 6.78], [10.92, -4.51, 8.13], [8.77, -3.57, 4.48], [9.50, -5.11, 4.89], [10.53, -3.74, 4.48], [10.77, 0.29, 7.70], [9.88, 0.21, 9.22], [9.00, 0.34, 7.72]]
}

=====

[2]
{
  "formula": "C5H14N2",
  "method": "the ωB97M-V functional and the def2-TZVPD basis",
  "e_lumo_ev": [-3.701, -3.727],
  "de_lowest_kj_mol": 254.2,
  "homo_energy_ha": [-0.3100, -0.5226],
  "energy_ev": -8381.7754,
  "s2": 0.75,
  "multiplicity": 2,
  "charge": 1,
  "symbols": ["C", "C", "C", "C", "C", "N", "N", "H", "H", "H", "H", "H", "H", "H", "H", "H", "H", "H", "H", "H", "H"],
  "positions_angstrom": [[0.60, -0.93, 2.26], [0.14, -0.14, 1.07], [0.84, -0.37, -0.21], [0.28, 0.47, -1.33], [0.07, 0.02, -2.58], [0.32, 1.94, -1.13], [-1.76, -0.78, 0.76], [0.04, -0.79, 3.19], [1.68, -0.62, 2.46], [0.63, -1.97, 1.99], [-0.28, 0.89, 1.25], [0.82, -1.45, -0.52], [1.95, -0.12, 0.01], [-0.35, 0.66, -3.40], [0.35, -0.99, -2.82], [-0.52, 2.35, -0.67], [1.14, 2.26, -0.55], [0.47, 2.40, -2.06], [-1.76, -1.84, 0.64], [-2.39, -0.65, 1.56], [-2.28, -0.34, 0.07]]
}

=====

[3]
{
  "formula": "C2H5NS",
  "method": "the ωB97M-V functional and the def2-TZVPD basis",
  "e_lumo_ev": 0.735,
  "de_lowest_kj_mol": 197.1,
  "homo_energy_ha": -0.2931,
  "energy_ev": -14478.2938,
  "symbols": ["C", "C", "N", "S", "H", "H", "H", "H", "H"],
  "positions_angstrom": [[-0.02, 0.68, 0.12], [-0.32, -0.42, -0.90], [0.30, -0.18, 1.35], [0.30, -1.63, 0.33], [0.58, 1.47, -0.16], [-0.97, 1.21, 0.45], [-1.46, -0.51, -1.05], [0.25, -0.49, -1.88], [1.34, -0.13, 1.73]]
}

=====

[4]
{
  "formula": "C4H8NO3",
  "method": "the ωB97M-V functional and the def2-TZVPD basis",
  "e_lumo_ev": 3.694,
  "de_lowest_kj_mol": 112.9,
  "homo_energy_ha": -0.1623,
  "energy_ev": -11912.1238,
  "charge": -1,
  "symbols": ["C", "C", "O", "O", "H", "H", "H", "C", "C", "O", "N", "H", "H", "H", "H", "H"],
  "positions_angstrom": [[-0.15, 3.41, -0.55], [-0.79, 2.25, 0.25], [-0.19, 1.11, 0.13], [-1.79, 2.46, 0.87], [0.78, 3.69, 0.00], [-0.88, 4.24, -0.65], [0.34, 3.03, -1.46], [1.50, -3.09, 0.68], [0.52, -2.35, -0.25], [-0.44, -2.93, -0.75], [0.82, -1.01, -0.40], [0.20, -0.38, -0.97], [1.42, -0.43, 0.19], [1.55, -4.17, 0.38], [1.24, -2.95, 1.77], [2.49, -2.58, 0.75]]
}

=====

[5]
{
  "formula": "C5H12N4",
  "method": "the ωB97M-V functional and the def2-TZVPD basis",
  "e_lumo_ev": [-1.430, -1.409],
  "de_lowest_kj_mol": 475.9,
  "homo_energy_ha": [-0.3246, -0.3156],
  "energy_ev": -11335.2886,
  "symbols": ["C", "C", "C", "N", "C", "N", "C", "N", "N", "H", "H", "H", "H", "H", "H", "H", "H", "H", "H", "H", "H"],
  "positions_angstrom": [[-1.26, 0.05, 0.04], [-1.60, 1.50, -0.26], [-1.33, -0.83, -1.21], [0.96, 0.66, 0.00], [0.30, -0.21, 0.68], [-2.15, -0.45, 1.04], [3.62, -0.10, -0.45], [3.15, 0.36, 0.61], [0.39, -1.20, 1.48], [2.00, 0.96, 0.50], [-2.26, 0.19, 1.81], [-1.82, -1.34, 1.40], [1.36, -1.38, 1.74], [-1.45, 2.13, 0.62], [-0.59, -0.51, -1.95], [-0.97, 1.89, -1.06], [-2.64, 1.58, -0.57], [-2.32, -0.77, -1.65], [-1.13, -1.88, -0.95], [3.08, -0.15, -1.40], [4.65, -0.48, -0.43]]
}

=====

[6]
{
  "formula": "BrCl2OP",
  "method": "the ωB97M-V functional and the def2-TZVPD basis",
  "e_lumo_ev": [-1.694, -1.688],
  "de_lowest_kj_mol": 252.5,
  "homo_energy_ha": [-0.3655, -0.3654],
  "energy_ev": -106421.3272,
  "smiles": "O=P(Cl)(Cl)Br",
  "symbols": ["O", "P", "Cl", "Cl", "Br"],
  "positions_angstrom": [[1.28, -1.65, 0.63], [0.03, -0.01, 0.03], [0.39, 0.89, -1.87], [0.26, 1.51, 1.17], [-1.97, -0.75, 0.04]]
}

=====

[7]
{
  "formula": "C19H9Cl3F3N5O",
  "method": "the ωB97M-V functional and the def2-TZVPD basis",
  "e_lumo_ev": -0.815,
  "de_lowest_kj_mol": 0.0,
  "homo_energy_ha": -0.3145,
  "energy_ev": -75066.7510,
  "smiles": "O=C(Nc1ccc(Cl)c(-c2nnc3c(Cl)cccn23)c1)c1ccc(C(F)(F)F)nc1Cl",
  "symbols": ["O", "F", "F", "F", "Cl", "Cl", "Cl", "N", "N", "N", "C", "C", "C", "C", "C", "C", "C", "C", "C", "C", "C", "C", "C", "C", "C", "C", "C", "C", "N", "N", "C", "H", "H", "H", "H", "H", "H", "H", "H", "H"],
  "positions_angstrom": [[0.31, 2.67, -2.28], [-6.33, 5.24, -0.78], [-5.45, 6.29, -2.48], [-4.95, 6.99, -0.45], [0.74, -7.23, 3.43], [-3.11, 1.31, 0.10], [3.49, -3.33, -1.23], [-0.07, -4.95, 1.40], [-0.14, -3.83, 0.60], [-3.97, 3.66, -0.68], [-0.46, 2.36, -1.35], [1.12, -4.95, 1.95], [1.03, -3.26, 0.56], [2.92, -5.58, 3.44], [3.62, -4.41, 2.96], [1.67, -5.87, 2.91], [3.08, -3.55, 2.00], [-2.88, 2.86, -0.69], [-3.92, 4.91, -1.21], [-2.73, 5.43, -1.72], [2.81, -0.73, -1.56], [-1.59, 4.60, -1.74], [1.96, 0.44, -1.43], [0.51, -0.91, -0.05], [2.49, -1.96, -0.95], [-1.65, 3.25, -1.27], [1.35, -2.03, -0.18], [0.77, 0.32, -0.68], [1.84, -3.88, 1.50], [-0.20, 1.31, -0.49], [-5.19, 5.88, -1.23], [3.38, -6.19, 4.24], [4.65, -4.23, 3.31], [3.66, -2.70, 1.67], [-2.74, 6.43, -2.09], [3.74, -0.67, -2.12], [-0.67, 4.96, -2.21], [2.24, 1.35, -1.90], [-0.37, -1.02, 0.56], [-0.95, 1.05, 0.12]]
}

=====

[8]
{
  "formula": "C24H23ClN2O5",
  "method": "the ωB97M-V functional and the def2-TZVPD basis",
  "e_lumo_ev": -0.326,
  "de_lowest_kj_mol": 8.1,
  "homo_energy_ha": -0.3068,
  "energy_ev": -51001.0508,
  "smiles": "COc1cccc2cc(C(=O)C3=C(O)C(=O)N(CCN(C)C)[C@H]3c3ccc(Cl)cc3)oc12",
  "symbols": ["C", "H", "H", "H", "O", "C", "C", "C", "C", "C", "C", "O", "C", "C", "H", "C", "O", "C", "C", "O", "H", "C", "O", "N", "C", "H", "H", "C", "N", "C", "H", "H", "H", "C", "H", "H", "H", "H", "H", "C", "C", "C", "C", "C", "C", "C", "H", "H", "Cl", "H", "H", "H", "H", "H", "H"],
  "positions_angstrom": [[6.18, 1.51, -0.78], [6.73, 1.07, -1.62], [6.83, 1.55, 0.10], [5.86, 2.51, -1.04], [5.00, 0.79, -0.51], [5.11, -0.52, -0.17], [6.28, -1.24, -0.03], [6.28, -2.59, 0.33], [5.12, -3.28, 0.57], [3.91, -2.58, 0.44], [3.92, -1.22, 0.07], [2.66, -0.75, 0.00], [1.84, -1.78, 0.31], [2.54, -2.92, 0.60], [2.12, -3.86, 0.88], [0.38, -1.58, 0.34], [-0.35, -2.33, 0.96], [-0.13, -0.43, -0.41], [0.37, 0.20, -1.50], [1.47, 0.00, -2.23], [1.47, 0.68, -2.93], [-0.56, 1.28, -1.91], [-0.37, 2.04, -2.85], [-1.61, 1.23, -1.06], [-2.72, 2.14, -1.07], [-2.66, 2.70, -2.01], [-3.65, 1.57, -1.05], [-2.65, 3.13, 0.10], [-2.79, 2.48, 1.39], [-4.17, 2.14, 1.68], [-4.57, 1.48, 0.91], [-4.22, 1.62, 2.63], [-4.82, 3.03, 1.74], [-2.21, 3.26, 2.46], [-2.29, 2.70, 3.39], [-1.16, 3.43, 2.25], [-2.71, 4.23, 2.59], [-1.67, 3.62, 0.07], [-3.42, 3.91, -0.06], [-1.48, 0.16, -0.09], [-2.59, -0.85, -0.24], [-3.30, -1.28, 0.87], [-4.32, -2.21, 0.74], [-4.62, -2.71, -0.52], [-3.91, -2.30, -1.64], [-2.90, -1.37, -1.49], [-2.34, -1.05, -2.35], [-4.15, -2.70, -2.61], [-5.89, -3.87, -0.70], [-4.87, -2.55, 1.60], [-3.06, -0.89, 1.85], [-1.51, 0.59, 0.92], [5.13, -4.32, 0.85], [7.23, -3.09, 0.43], [7.23, -0.76, -0.20]]
}